# 1
ORCA calculation (ωB97M-V/def2-TZVPD) on C7H3LaNO4S as an isolated structure.

Element x y z (Å)
O: 0.347 -2.147 -2.193
C: 0.514 -1.235 -1.504
La: 1.047 0.895 -0.309
O: -2.014 0.655 -2.875
C: -1.160 0.700 -2.106
C: 2.211 0.306 -2.572
O: 2.668 -0.085 -3.555
C: 0.012 2.862 -1.661
O: -0.460 3.722 -2.278
S: -1.987 -0.710 2.584
C: -0.527 -1.274 3.373
C: 0.578 -0.939 2.653
N: 0.272 -0.218 1.474
C: -1.074 -0.023 1.326
H: -0.531 -1.816 4.315
H: 1.624 -1.170 2.870
H: -1.519 0.475 0.458

Output
2S+1   1
LUMO energy   -13.9 eV
Kohn-Sham gap   7.29 eV
Calculated total energy   -28649.478 eV
Net charge   +3

---

# 2
ORCA calculation (ωB97M-V/def2-TZVPD) on one molecule with the formula C20H19N3O6.

Element x y z (Å)
C: 6.037 1.737 5.789
N: 5.697 0.904 4.638
C: 4.397 0.363 4.402
C: 4.597 -0.363 3.073
C: 3.419 -0.236 2.163
C: 3.534 0.125 0.813
C: 2.398 0.321 0.053
C: 1.155 0.046 0.577
C: -0.027 0.047 -0.342
C: -0.232 1.117 -1.238
C: -1.376 1.155 -2.035
C: -2.359 0.172 -1.952
C: -2.177 -0.922 -1.065
C: -1.003 -0.979 -0.289
O: -3.069 -1.944 -0.965
C: -4.372 -1.736 -1.532
C: -4.225 -1.115 -2.937
C: -5.502 -0.689 -3.659
C: -5.437 -1.123 -5.126
O: -6.620 -0.622 -5.708
O: -5.572 0.750 -3.583
C: -4.362 1.190 -3.120
O: -4.033 2.353 -2.995
N: -3.503 0.140 -2.823
C: 1.114 -0.387 1.930
N: 2.196 -0.495 2.687
O: 5.834 0.107 2.517
C: 6.496 0.729 3.515
O: 7.629 1.194 3.471
H: 6.729 1.258 6.456
H: 5.133 2.015 6.342
H: 6.541 2.655 5.449
H: 4.062 -0.363 5.191
H: 3.604 1.129 4.348
H: 4.737 -1.424 3.266
H: 4.527 0.254 0.373
H: 2.503 0.622 -1.003
H: 0.491 1.947 -1.280
H: -1.493 1.983 -2.751
H: -0.897 -1.776 0.441
H: -4.963 -1.120 -0.841
H: -4.845 -2.694 -1.632
H: -3.708 -1.851 -3.547
H: -6.347 -1.146 -3.151
H: -5.483 -2.220 -5.232
H: -4.576 -0.770 -5.702
H: -6.796 0.274 -5.366
H: 0.150 -0.613 2.378

Output
SMILES   CN1C[C@@H](c2ccc(-c3ccc4c(c3)OC[C@H]3[C@H](CO)OC(=O)N43)cn2)OC1=O
2S+1   1
LUMO energy   0.3 eV
Kohn-Sham gap   8.96 eV
Calculated total energy   -37804.084 eV

---

# 3
ORCA calculation (ωB97M-V/def2-TZVPD) on a 2-piece molecular cluster, C5H8N2O overall.

Element x y z (Å)
C: 0.006 0.363 0.574
C: -1.056 -0.368 0.022
C: -0.687 -1.340 -1.232
C: 0.789 -1.591 -0.992
C: 1.519 -1.109 -0.019
H: -0.982 3.193 0.195
H: -2.365 1.584 0.049
H: -1.221 -0.988 0.796
H: -1.895 0.071 -0.374
H: -0.823 -0.889 -2.388
H: -1.157 -2.268 -1.184
H: 1.325 -2.180 -1.711
H: 2.517 -1.561 0.070
N: -1.253 2.256 0.596
N: -0.043 1.746 0.329
O: 1.282 -0.088 0.994

Output
2S+1   1
LUMO energy   0.4 eV
Kohn-Sham gap   8.14 eV
Calculated total energy   -10335.549 eV

---

# 4
ORCA calculation (ωB97M-V/def2-TZVPD) on one molecule with the formula CH6P2S.

Element x y z (Å)
H: 2.124 -1.803 0.963
P: 2.291 -0.891 0.067
S: 0.368 -0.314 0.398
C: 0.073 1.186 -0.579
P: -1.265 -1.550 -0.478
H: -0.881 0.858 -1.008
H: 0.078 1.928 0.169
H: 0.892 1.393 -1.424
H: -1.977 -0.642 0.330
H: -0.768 -2.212 0.733

Output
SMILES   [H]/P=S(/C)#[PH2]
2S+1   1
LUMO energy   -0.1 eV
Kohn-Sham gap   6.91 eV
Calculated total energy   -30543.832 eV

---

# 5
ORCA calculation (ωB97M-V/def2-TZVPD) on C20H17AuN3O2S3 as an isolated structure.

Element x y z (Å)
Au: -0.688 -0.099 0.937
C: 0.233 2.633 -0.891
C: -1.206 2.805 -0.514
C: -1.924 3.965 -0.882
C: -3.226 4.095 -0.499
C: -3.842 3.071 0.254
C: -5.199 3.132 0.656
C: -5.764 2.094 1.346
C: -4.997 0.964 1.668
C: -3.658 0.881 1.328
S: -2.743 -0.466 1.909
C: -3.065 1.945 0.577
N: -1.777 1.836 0.172
H: 0.610 3.497 -1.434
H: 0.349 1.747 -1.518
H: 0.841 2.485 0.004
H: -1.431 4.733 -1.461
H: -3.799 4.974 -0.767
H: -5.784 4.003 0.389
H: -6.803 2.135 1.645
H: -5.452 0.145 2.211
O: 3.636 0.731 2.560
C: 4.345 -0.157 1.835
C: 5.712 -0.325 2.047
C: 6.429 -1.239 1.304
C: 5.802 -2.012 0.329
C: 4.451 -1.857 0.119
C: 3.694 -0.933 0.859
C: 2.259 -0.804 0.607
O: 1.552 0.077 1.093
N: 1.730 -1.788 -0.263
N: 0.428 -1.714 -0.338
C: -0.105 -2.591 -1.182
S: 0.845 -3.688 -2.103
C: -0.556 -4.237 -3.123
C: -1.807 -4.207 -2.268
S: -1.811 -2.640 -1.351
H: 4.218 1.145 3.209
H: 6.206 0.272 2.805
H: 7.490 -1.351 1.485
H: 6.367 -2.725 -0.254
H: 3.949 -2.449 -0.631
H: -0.338 -5.244 -3.473
H: -0.639 -3.571 -3.981
H: -1.820 -5.023 -1.547
H: -2.712 -4.245 -2.871

Output
2S+1   3
LUMO energy (alpha / beta)   -2.8 / -5.0 eV
Kohn-Sham gap (alpha / beta)   8.00 / 5.67 eV
Calculated total energy   -65772.553 eV
Net charge   +1

---

# 6
ORCA calculation (ωB97M-V/def2-TZVPD) on C13H21Cl3GaN4OSSb as an isolated structure.

Element x y z (Å)
Ga: 0.048 0.016 -0.489
Cl: -3.988 5.719 0.760
C: -2.847 4.548 0.238
C: -2.768 3.331 0.898
C: -1.835 2.417 0.454
Cl: -1.661 0.858 1.221
C: -0.976 2.646 -0.618
O: -0.077 1.739 -1.030
C: -1.090 3.882 -1.260
Cl: -0.057 4.214 -2.594
C: -2.010 4.823 -0.836
H: -3.416 3.116 1.736
H: -2.075 5.774 -1.346
C: 3.006 -1.291 -1.626
S: 1.639 -0.362 -2.373
C: 2.425 1.244 -2.638
H: 3.463 -0.712 -0.827
H: 3.731 -1.509 -2.406
H: 2.605 -2.222 -1.231
H: 3.297 1.090 -3.270
H: 2.703 1.689 -1.686
H: 1.707 1.883 -3.144
C: -0.919 -3.832 -0.239
Sb: -1.533 -2.049 -1.225
C: -1.454 -2.561 -3.290
C: -3.598 -1.864 -0.738
H: -1.594 -4.639 -0.518
H: -0.955 -3.681 0.838
H: 0.095 -4.086 -0.541
H: -2.243 -3.281 -3.497
H: -0.485 -3.004 -3.510
H: -1.598 -1.672 -3.899
H: -4.115 -2.744 -1.115
H: -4.004 -0.969 -1.203
H: -3.709 -1.803 0.342
N: 1.800 -1.499 4.841
C: 2.607 -0.612 4.265
N: 3.563 -0.029 4.971
N: 2.513 -0.279 2.983
C: 1.784 -0.448 1.991
N: 1.166 -0.556 0.995
H: 1.904 -1.748 5.812
H: 1.086 -1.971 4.317
H: 3.692 -0.210 5.953
H: 4.172 0.642 4.532

Output
2S+1   1
LUMO energy   -5.3 eV
Kohn-Sham gap   8.11 eV
Calculated total energy   -129133.382 eV
Net charge   +2